Record 1
Computed, not measured: a structure of composition C9H10N2O3S, with the ωB97M-V functional and the def2-TZVPD basis.

For the HOMO energy, the calculation gives -0.31614 Ha.

ORCA input file:
```
! RIJCOSX wB97M-V def2-TZVPD def2/J DEFGRID3
* xyz 0 1
C 1.535 2.795 -0.778
C 1.193 2.496 0.546
C 1.759 1.683 -1.639
C 0.751 1.204 0.882
C 1.329 0.381 -1.362
C 0.778 0.168 -0.053
C -1.049 -0.818 1.330
C -1.540 -0.989 -1.287
C -0.022 -1.048 0.394
N -1.600 -1.759 2.098
N 0.538 -2.337 0.150
O -1.640 0.360 1.274
O 0.055 -3.278 0.772
O 1.287 -2.454 -0.757
S -2.058 0.510 -1.477
H 1.697 3.795 -1.072
H 1.464 3.296 1.208
H 1.933 1.850 -2.708
H 0.482 1.164 1.893
H 1.428 -0.490 -1.922
H -2.261 -1.734 -0.697
H -0.702 -1.300 -1.802
H -1.264 -2.701 1.975
H -2.373 -1.452 2.738
H -1.719 0.656 0.295
*
```

These are the Mulliken partial charges, in e, on atoms 1 to 4: C -0.595; C -0.685; C -0.668; C -0.354



Record 2
Computed, not measured: the molecule C22H23N3O5, with the ωB97M-V functional and the def2-TZVPD basis.

As for the structure (SMILES): COc1cccc(OCc2cc(C(=O)N3CCN(c4ccccc4O)CC3)no2)c1. For the HOMO energy, the calculation gives -0.31283 Ha.

ORCA input file:
```
! RIJCOSX wB97M-V def2-TZVPD def2/J DEFGRID3
* xyz 0 1
C -0.780 1.270 4.070
H -0.363 0.963 5.027
O -1.304 0.097 3.492
C -1.952 0.192 2.301
C -2.079 1.360 1.555
C -2.766 1.324 0.355
C -3.326 0.156 -0.128
C -3.194 -1.016 0.613
C -2.507 -0.990 1.819
H -2.410 -1.895 2.395
O -3.704 -2.235 0.250
C -4.148 -2.407 -1.077
C -3.052 -2.104 -2.047
C -1.701 -2.264 -1.929
C -1.190 -1.657 -3.105
N -2.164 -1.202 -3.846
O -3.324 -1.472 -3.198
C 0.267 -1.546 -3.415
O 0.881 -2.444 -3.951
N 0.839 -0.397 -2.990
C 0.175 0.626 -2.217
H -0.906 0.550 -2.321
C 0.584 0.493 -0.748
N 2.025 0.637 -0.664
C 2.553 0.804 0.651
C 2.016 0.235 1.795
C 2.606 0.456 3.029
C 3.737 1.246 3.126
C 4.276 1.836 1.996
C 3.685 1.626 0.759
O 4.198 2.225 -0.346
H 3.574 2.069 -1.072
H 5.147 2.468 2.052
H 4.201 1.413 4.086
H 2.183 -0.001 3.910
H 1.137 -0.388 1.729
C 2.699 -0.404 -1.435
C 2.281 -0.304 -2.905
H 2.709 -1.124 -3.482
H 2.602 0.652 -3.330
H 3.780 -0.279 -1.342
H 2.436 -1.407 -1.059
H 0.115 1.277 -0.153
H 0.231 -0.484 -0.376
H 0.496 1.602 -2.598
H -1.158 -2.734 -1.138
H -4.442 -3.459 -1.141
H -5.023 -1.784 -1.304
H -3.864 0.179 -1.061
H -2.870 2.232 -0.220
H -1.656 2.291 1.896
H -1.563 2.016 4.240
H 0.015 1.703 3.454
*
```

These are the Mulliken partial charges, in e, on atoms 1 to 4: C -0.891; H 0.228; O -0.419; C 0.573



Record 3
Computed, not measured: a cluster of 2 separate species, C3H10N3 in total, with the ωB97M-V functional and the def2-TZVPD basis.

For the HOMO energy (spin up / spin down), the calculation gives -0.49869 / -0.50127 Ha.

ORCA input file:
```
! RIJCOSX wB97M-V def2-TZVPD def2/J DEFGRID3
* xyz 1 1
C 0.570 -0.555 1.257
C 0.130 1.769 -0.712
C -0.926 -0.206 -1.307
N 0.653 -0.051 2.445
N 0.581 -1.777 0.806
N -0.643 0.743 -0.291
H -0.621 2.439 -1.103
H 0.864 1.492 -1.492
H 0.634 2.276 0.119
H -1.482 -1.021 -1.019
H 0.070 -0.376 -1.850
H -1.430 0.299 -2.052
H 0.824 -0.831 3.169
H 0.556 0.892 2.650
H 1.086 -2.465 1.372
H 0.372 -1.874 -0.256
*
```

These are the Mulliken partial charges, in e, on atoms 1 to 4: C 0.513; C -0.759; C -1.209; N -0.324



Record 4
Computed, not measured: the ion C4H10NOS with charge -1, with the ωB97M-V functional and the def2-TZVPD basis.

As for the structure (SMILES): N[C@H](C[O-])CCS. For the HOMO energy, the calculation gives -0.08996 Ha.

ORCA input file:
```
! RIJCOSX wB97M-V def2-TZVPD def2/J DEFGRID3
* xyz -1 1
C 1.372 0.908 0.743
O 2.040 2.022 0.403
C 0.017 0.838 -0.047
C -0.883 -0.191 0.576
C -0.765 -1.761 0.370
S -0.650 -2.358 -1.319
N 0.232 0.637 -1.549
H 1.090 0.862 1.801
H 1.908 -0.031 0.502
H -0.468 1.792 0.142
H -1.836 0.305 0.225
H -1.023 0.028 1.650
H 0.033 -2.026 1.060
H -1.684 -2.192 0.742
H 0.101 -1.171 -1.516
H -0.537 1.237 -1.866
H 1.052 1.100 -1.916
*
```

These are the Mulliken partial charges, in e, on atoms 1 to 4: C -0.715; O -0.893; C 0.108; C -0.804